ORCA calculation (the ωB97M-V functional and the def2-TZVPD basis) on C13H10BClF2MnNO2 as an isolated structure.

Summary:
DFT total energy (eV): -69186.6138
Total charge: -1
Multiplicity: 6

Each line ends with the Löwdin spin population.
CARTESIAN COORDINATES (ANGSTROEM)
1 Mn -1.110 -0.202 -1.270  4.451
2 O 2.403 1.413 -2.322  0.030
3 C 1.476 0.749 -1.851  0.022
4 O 0.199 1.081 -1.951  0.077
5 C 1.789 -0.589 -1.316  0.019
6 C 3.121 -0.925 -1.109  -0.001
7 C 3.439 -2.264 -0.954  0.010
8 C 2.423 -3.219 -0.856  -0.001
9 C 1.119 -2.751 -1.007  0.015
10 N 0.806 -1.512 -1.217  0.045
11 H 3.955 -0.245 -1.115  0.000
12 H 4.473 -2.551 -0.807  0.001
13 H 2.595 -4.234 -0.572  0.000
14 H 0.297 -3.472 -0.954  0.002
15 Cl -0.171 -1.213 2.109  0.011
16 C -0.744 0.420 2.167  0.030
17 C -0.043 1.324 3.009  -0.002
18 C -0.365 2.699 3.072  0.031
19 C -1.338 3.202 2.186  0.001
20 C -1.943 2.320 1.284  0.024
21 C -1.655 0.924 1.227  0.024
22 C -2.350 0.045 0.301  0.034
23 H 0.825 0.977 3.560  -0.001
24 H 0.173 3.382 3.727  0.003
25 H -1.652 4.242 2.205  -0.001
26 H -2.751 2.624 0.651  0.001
27 H -3.267 0.436 -0.194  0.012
28 H -2.456 -0.989 0.585  0.014
29 F -3.262 -1.694 -2.885  0.022
30 B -2.678 -0.515 -2.545  0.113
31 F -3.308 0.534 -3.156  0.017

***

ORCA calculation (the ωB97M-V functional and the def2-TZVPD basis) on C8H12N3O as an isolated structure.

Summary:
DFT total energy (eV): -14998.5259
Total charge: +1
Relative energy (zero: lowest compared OMol25 entry of this formula, charge and spin) (kcal per mole): 79.65

Each line ends with the Mulliken charge.
CARTESIAN COORDINATES (ANGSTROEM)
1 C 2.380 1.451 -0.159  -0.428
2 C 0.957 1.598 -0.512  -0.728
3 C 2.758 0.295 0.409  -0.530
4 C 0.321 0.456 -0.318  0.408
5 C -2.182 0.530 0.229  0.268
6 C 1.945 -0.931 0.656  -0.497
7 C -0.077 -1.913 0.023  -0.681
8 C -1.428 -0.095 -0.824  0.115
9 N 0.785 -0.818 -0.177  0.042
10 N -2.607 1.808 0.114  -0.307
11 N -1.233 -1.574 -0.742  -0.552
12 O -2.488 -0.242 1.252  -0.435
13 H 2.923 2.334 -0.499  0.370
14 H 0.590 2.480 -0.780  0.605
15 H 3.846 0.232 0.668  0.306
16 H 2.604 -1.872 0.473  0.338
17 H 1.713 -0.967 1.721  0.294
18 H 0.293 -2.781 -0.412  0.472
19 H -0.384 -2.002 1.041  0.340
20 H -1.611 0.421 -1.841  0.337
21 H -2.799 2.290 -0.751  0.267
22 H -2.791 2.279 0.956  0.246
23 H -1.201 -1.842 -1.720  0.362
24 H -2.316 -1.138 1.193  0.388

***

ORCA calculation (the ωB97M-V functional and the def2-TZVPD basis) on a 3-piece molecular cluster, C4H15NO2 overall.

Summary:
DFT total energy (eV): -9975.3659
Total charge: -1
Multiplicity: 2
Relative energy (zero: lowest compared OMol25 entry of this formula, charge and spin) (kcal per mole): 1.62

Each line ends with the Löwdin spin population.
CARTESIAN COORDINATES (ANGSTROEM)
1 C 0.367 -1.799 0.002  0.035
2 C -1.119 -1.569 -0.359  0.041
3 C -1.380 -0.462 -1.408  0.035
4 C -0.558 0.806 -1.228  0.080
5 N -0.595 1.306 0.153  0.084
6 H 0.620 -1.221 0.891  0.019
7 H 1.010 -1.437 -0.785  0.003
8 H 0.509 -2.840 0.219  0.003
9 H -1.528 -2.483 -0.788  0.003
10 H -1.654 -1.262 0.535  0.027
11 H -1.158 -0.860 -2.410  0.003
12 H -2.442 -0.193 -1.361  0.017
13 H -0.938 1.584 -1.901  0.025
14 H 0.482 0.608 -1.462  0.005
15 H -1.472 1.069 0.618  0.092
16 H -0.548 2.318 0.189  0.120
17 H 1.224 1.584 3.257  0.065
18 H 0.386 1.099 2.123  0.044
19 O 1.097 0.784 2.719  0.195
20 H 1.948 1.466 0.498  0.029
21 H 2.971 0.311 0.417  0.016
22 O 2.779 1.190 0.080  0.056

***

ORCA calculation (the ωB97M-V functional and the def2-TZVPD basis) on an isolated ion of composition C2H2N3OS and charge +1.

Summary:
DFT total energy (eV): -19446.4090
Total charge: +1
Relative energy (zero: lowest compared OMol25 entry of this formula, charge and spin) (kcal per mole): 44.56

Each line ends with the Mulliken charge.
CARTESIAN COORDINATES (ANGSTROEM)
1 C -1.490 0.381 0.856  0.140
2 C 0.878 -0.643 -1.233  0.418
3 N -1.293 -0.300 -0.333  -0.732
4 N -0.207 -0.475 -0.793  0.693
5 N -0.457 0.774 1.453  -0.445
6 O 3.369 -0.433 -1.346  -0.254
7 S 2.296 -1.044 -2.047  0.493
8 H -2.545 0.474 1.110  0.409
9 H -0.550 1.266 2.333  0.278

***

ORCA calculation (the ωB97M-V functional and the def2-TZVPD basis) on one molecule with the formula CH3PS4.

Summary:
SMILES: SSP1CSS1
DFT total energy (eV): -53714.5257
Relative energy (zero: lowest compared OMol25 entry of this formula, charge and spin) (kcal per mole): 31.91

Each line ends with the Mulliken charge.
CARTESIAN COORDINATES (ANGSTROEM)
1 S 2.534 0.324 2.137  -0.181
2 S 1.415 -0.680 0.653  -0.041
3 P -0.291 0.602 0.416  0.237
4 C -1.534 -0.455 -0.608  -0.624
5 S -1.938 0.719 -2.004  -0.074
6 S -0.189 1.856 -1.764  -0.206
7 H 3.649 -0.422 2.108  0.173
8 H -1.201 -1.372 -1.010  0.419
9 H -2.445 -0.573 0.074  0.297

***

ORCA calculation (the ωB97M-V functional and the def2-TZVPD basis) on a 2-piece molecular cluster, C9H14 overall.

Summary:
DFT total energy (eV): -9551.4220
Multiplicity: 3
Relative energy (zero: lowest compared OMol25 entry of this formula, charge and spin) (kcal per mole): 61.82

Each line ends with the Löwdin spin population.
CARTESIAN COORDINATES (ANGSTROEM)
1 C -2.099 0.449 -3.363  0.676
2 C -1.378 -0.356 -2.713  0.399
3 C -0.374 -0.847 -1.984  0.468
4 C 0.612 -1.838 -2.268  0.098
5 C 1.500 0.426 1.863  0.017
6 C 0.424 1.683 -0.892  0.025
7 C -1.556 0.582 0.127  0.025
8 C 0.947 -0.362 0.614  0.023
9 C -0.084 0.357 -0.241  0.195
10 H 0.768 -2.106 -3.320  0.004
11 H 0.458 -2.731 -1.685  0.027
12 H 1.633 -1.513 -2.043  0.011
13 H 0.853 1.163 2.332  0.000
14 H 1.604 -0.276 2.657  0.001
15 H 2.442 0.874 1.717  0.001
16 H -0.183 2.095 -1.710  0.003
17 H 0.762 2.370 -0.044  0.008
18 H 1.262 1.357 -1.472  0.003
19 H -1.670 1.182 0.958  0.005
20 H -2.097 -0.369 0.347  0.002
21 H -2.039 1.123 -0.589  0.006
22 H 0.476 -1.359 1.027  0.001
23 H 1.899 -0.494 0.057  0.003

***

ORCA calculation (the ωB97M-V functional and the def2-TZVPD basis) on C14H14F3IN2O2Pb as an isolated structure.

Summary:
DFT total energy (eV): -43316.8622

Each line ends with the Mulliken charge.
CARTESIAN COORDINATES (ANGSTROEM)
1 C -1.909 1.741 3.967  -1.428
2 C -1.653 3.084 -0.643  -1.448
3 H -2.723 1.062 4.176  0.391
4 H -2.474 2.683 3.658  0.297
5 H -1.454 2.122 4.854  0.501
6 H -2.332 2.721 -1.406  0.414
7 H -2.277 3.785 -0.052  0.430
8 H -0.860 3.700 -1.048  0.404
9 C -0.476 -2.391 1.869  -0.021
10 C -0.108 -3.744 1.880  -0.754
11 C 0.139 -4.369 0.659  -0.465
12 C 0.040 -3.606 -0.506  -0.596
13 H -0.631 -1.843 2.803  0.299
14 H -0.025 -4.259 2.834  0.373
15 H 0.412 -5.424 0.598  0.409
16 H 0.240 -4.026 -1.492  0.249
17 N -0.614 -1.682 0.765  -0.033
18 C -0.316 -2.240 -0.415  0.603
19 C -0.320 -1.347 -1.591  0.546
20 N -0.579 -0.057 -1.354  0.084
21 C -0.396 0.832 -2.311  0.152
22 C 0.134 -0.870 -3.918  -0.548
23 C -0.046 0.480 -3.620  -1.028
24 H -0.564 1.873 -2.019  0.264
25 H 0.068 1.268 -4.359  0.410
26 C 0.000 -1.798 -2.893  -0.612
27 H 0.139 -2.867 -3.047  0.274
28 H 0.383 -1.203 -4.928  0.402
29 Pb -1.333 1.938 1.527  1.200
30 I 0.597 0.566 3.830  -0.106
31 F 3.180 3.591 0.071  -0.256
32 C 3.244 2.241 0.196  0.726
33 F 3.822 1.785 -0.954  -0.261
34 F 4.126 1.980 1.207  -0.263
35 C 1.836 1.554 0.470  0.497
36 O 0.980 2.366 0.984  -0.627
37 O 1.747 0.355 0.208  -0.478

***

ORCA calculation (the ωB97M-V functional and the def2-TZVPD basis) on C24H54BBr2CoF4N6O9 as an isolated structure.

Summary:
DFT total energy (eV): -242379.8917
Total charge: +1
Multiplicity: 4
Relative energy (zero: lowest compared OMol25 entry of this formula, charge and spin) (kcal per mole): 203.61

Each line ends with the Löwdin spin population.
CARTESIAN COORDINATES (ANGSTROEM)
1 Co -2.170 0.563 -3.252  1.996
2 B 0.843 -0.756 0.107  0.000
3 F 0.476 -1.685 1.068  0.000
4 F 2.045 -1.107 -0.544  0.000
5 F -0.229 -0.573 -0.754  0.001
6 F 1.051 0.542 0.611  0.000
7 C -3.149 -1.432 5.081  0.000
8 C -2.113 -1.511 6.245  0.000
9 O -2.786 -0.967 7.359  0.000
10 C -2.523 -1.203 8.638  0.000
11 O -1.532 -1.853 9.003  0.000
12 O -3.390 -0.527 9.301  0.000
13 C -3.293 -0.673 10.753  0.000
14 H -3.711 -0.508 5.212  0.000
15 H -3.943 -2.142 5.313  0.000
16 H -2.752 -1.424 4.066  0.000
17 H -1.422 -0.753 5.877  0.000
18 H -1.700 -2.515 6.341  0.000
19 H -4.012 -0.101 11.339  0.000
20 H -2.371 -0.279 11.180  0.000
21 H -3.404 -1.662 11.197  0.000
22 C -5.069 2.535 0.114  0.000
23 O -4.274 1.799 -0.493  0.001
24 N -4.811 3.438 1.118  0.000
25 C -5.827 4.192 1.871  0.000
26 C -3.470 3.662 1.565  0.000
27 H -6.147 2.680 -0.052  0.000
28 H -5.549 5.235 1.720  0.000
29 H -5.843 3.994 2.943  0.000
30 H -6.771 4.215 1.328  0.000
31 H -2.822 2.844 1.253  0.000
32 H -3.162 4.636 1.184  0.000
33 H -3.295 3.651 2.641  0.000
34 C -0.265 4.798 -4.270  0.000
35 O -0.305 3.629 -3.915  0.001
36 N 0.194 5.290 -5.446  0.000
37 C 0.405 6.729 -5.657  0.000
38 C 0.969 4.322 -6.316  0.000
39 H -0.643 5.598 -3.616  0.000
40 H -0.359 7.226 -5.059  0.000
41 H 0.306 6.979 -6.713  0.000
42 H 1.274 7.223 -5.222  0.000
43 H 2.007 4.541 -6.567  0.000
44 H 1.141 3.316 -5.932  0.000
45 H 0.476 4.279 -7.287  0.000
46 C -4.016 -4.006 -4.001  0.000
47 O -3.736 -2.888 -3.567  0.001
48 N -3.674 -5.116 -3.445  0.000
49 C -3.874 -6.409 -3.924  0.000
50 C -3.097 -5.184 -2.114  0.000
51 H -4.728 -4.356 -4.764  0.000
52 H -4.380 -6.951 -3.125  0.000
53 H -2.947 -6.982 -3.932  0.000
54 H -4.391 -6.518 -4.877  0.000
55 H -3.969 -5.378 -1.490  0.000
56 H -2.443 -6.015 -1.852  0.000
57 H -2.691 -4.312 -1.601  0.000
58 C 3.449 5.214 -1.016  0.000
59 O 2.770 6.198 -1.092  0.000
60 N 4.457 4.816 -1.785  0.000
61 C 5.114 3.521 -1.689  0.000
62 C 4.779 5.502 -3.116  0.000
63 H 3.403 4.627 -0.086  0.000
64 H 4.698 2.834 -0.952  0.000
65 H 6.201 3.524 -1.611  0.000
66 H 4.993 2.872 -2.556  0.000
67 H 4.197 4.931 -3.840  0.000
68 H 4.492 6.553 -3.144  0.000
69 H 5.807 5.471 -3.474  0.000
70 C 1.180 -2.295 -5.600  0.000
71 O 0.392 -1.419 -5.304  0.001
72 N 1.565 -2.702 -6.768  0.000
73 C 2.660 -3.729 -6.906  0.000
74 C 0.865 -2.356 -8.012  0.000
75 H 1.521 -3.033 -4.857  0.000
76 H 3.553 -3.234 -7.286  0.000
77 H 2.325 -4.545 -7.546  0.000
78 H 3.015 -4.134 -5.958  0.000
79 H -0.199 -2.184 -7.849  0.000
80 H 1.230 -1.428 -8.453  0.000
81 H 0.851 -3.172 -8.734  0.000
82 C 4.151 -0.077 7.210  -0.029
83 O 4.470 0.758 8.058  0.280
84 N 3.341 0.204 6.104  0.534
85 C 2.857 1.611 5.800  0.046
86 C 2.822 -0.743 5.140  0.072
87 H 4.404 -1.139 7.353  -0.006
88 H 3.268 2.435 6.384  0.001
89 H 1.813 1.621 6.111  0.027
90 H 2.952 2.009 4.789  0.014
91 H 2.178 -1.583 5.401  0.025
92 H 2.186 -0.208 4.435  0.002
93 H 3.598 -1.144 4.487  0.036
94 Br 4.135 -5.955 -0.693  0.000
95 C 2.872 -5.688 0.838  0.000
96 C 3.319 -6.240 2.154  0.000
97 Br 1.695 -6.217 3.410  0.000
98 H 2.035 -6.232 0.402  0.000
99 H 2.625 -4.632 0.953  0.000
100 H 4.031 -5.525 2.567  0.000
101 H 3.800 -7.216 2.091  0.000